ORCA calculation (the ωB97M-V functional and the def2-TZVPD basis) on a 2-piece molecular cluster, C18H23Cl2F6N3O2 overall in a non-equilibrium geometry.

Structure (XYZ):
```
54
Properties=species:S:1:pos:R:3:forces:R:3:mulliken_charge:R:1
C 1.631 -0.789 0.064 0.7 -0.6 -0.3 -1.365
C 2.855 -0.479 0.912 -0.2 0.0 0.1 0.090
Cl 3.079 -1.631 2.257 0.0 0.0 0.0 -0.149
C 2.910 1.017 1.316 0.3 -0.8 -0.3 -0.471
Cl 3.852 1.345 2.821 -0.1 0.1 -0.2 -0.131
N 1.628 1.734 1.257 0.4 0.3 0.2 0.330
C 1.872 3.084 1.259 -0.6 -0.7 0.8 -0.549
N 2.467 3.722 0.260 0.8 0.3 0.3 -0.245
N 1.405 3.627 2.373 -0.4 0.5 -0.6 -0.055
C 0.093 2.923 2.640 0.7 0.8 0.0 -0.439
C -0.992 3.743 1.965 0.0 0.4 0.5 -1.503
C 0.381 1.482 2.050 -0.7 0.9 -0.4 2.307
C -0.705 1.067 1.035 -0.2 -0.3 -0.1 -0.143
C -0.706 1.626 -0.249 -0.4 -0.3 -0.1 0.179
C -1.629 1.231 -1.211 0.1 0.1 0.3 -1.158
C -2.594 0.277 -0.923 0.0 -0.1 0.6 -0.537
C -2.609 -0.289 0.345 0.4 0.5 -0.1 -0.984
C -1.675 0.105 1.305 -0.2 -0.1 -0.2 -0.485
C 0.401 0.574 3.292 -0.6 0.2 -0.3 0.138
F 1.318 0.930 4.173 0.5 0.1 0.3 -0.279
F -0.794 0.763 3.899 -0.2 0.1 0.2 -0.270
F 0.494 -0.706 3.032 0.2 -0.5 -0.1 -0.179
H 1.931 -1.472 -0.719 0.0 -0.3 0.0 0.714
H 1.288 0.096 -0.452 -0.2 0.1 0.0 0.136
H 0.838 -1.286 0.606 -0.2 0.2 0.2 0.323
H 3.729 -0.658 0.301 0.3 0.2 0.0 0.544
H 3.535 1.483 0.567 -0.1 0.1 -0.2 0.658
H 3.075 4.498 0.464 -0.3 0.3 -0.1 0.253
H 2.306 3.494 -0.707 0.3 -0.6 0.0 0.275
H 1.382 4.634 2.463 -0.1 0.0 -0.2 0.334
H -0.026 3.011 3.712 -0.2 -0.7 0.1 0.478
H -0.846 3.870 0.901 -0.1 -0.2 -0.2 0.346
H -0.961 4.741 2.406 0.0 0.1 0.1 0.552
H -1.985 3.362 2.176 -0.1 -0.3 -0.1 0.392
H 0.020 2.360 -0.566 0.2 0.0 0.1 0.119
H -1.566 1.666 -2.195 0.0 0.0 -0.1 0.409
H -3.314 -0.035 -1.661 0.0 0.0 -0.2 0.388
H -3.331 -1.044 0.608 -0.1 -0.1 0.0 0.464
H -1.721 -0.393 2.255 0.0 0.0 0.1 0.456
C -2.652 -4.384 -2.392 0.1 0.0 0.2 -0.891
C -1.611 -4.890 -3.388 0.0 -0.4 -0.2 -0.318
O -0.992 -3.901 -4.173 -0.4 0.7 0.1 -0.371
C 0.150 -3.174 -3.600 0.7 -0.6 0.0 -0.013
O 1.059 -3.909 -3.048 -0.1 0.2 0.2 -0.868
C -0.321 -2.064 -2.620 -0.5 -0.1 -0.3 0.851
F -1.461 -1.414 -3.004 0.0 0.1 0.0 -0.331
F 0.629 -1.093 -2.551 0.0 0.2 -0.1 -0.300
F -0.533 -2.450 -1.347 0.0 0.0 0.1 -0.258
H -3.256 -3.591 -2.835 0.0 0.0 -0.1 0.207
H -3.309 -5.204 -2.090 0.0 0.0 -0.1 0.426
H -2.191 -3.994 -1.487 0.0 0.0 0.0 0.101
H -2.133 -5.527 -4.109 0.0 0.0 0.0 0.314
H -0.866 -5.523 -2.895 0.1 0.2 0.1 0.287
H 0.453 -2.565 -4.490 -0.1 -0.1 -0.1 0.219
```
Forces are in eV/Å.

Calculated values
DFT total energy ... -2533.9035 Ha
Charge ... 0

---

ORCA calculation (the ωB97M-V functional and the def2-TZVPD basis) on C18H23ClN2O6 as an isolated structure in a non-equilibrium geometry.

Structure (XYZ):
```
50
Properties=species:S:1:pos:R:3:forces:R:3:mulliken_charge:R:1
C 2.755 0.977 -4.162 -2.9 0.8 1.5 -1.291
H 2.593 1.762 -4.840 0.0 1.3 -1.2 0.415
C 2.315 1.616 -2.750 13.4 -2.9 -1.2 -0.224
C 2.555 0.656 -1.641 -2.6 0.7 0.8 -0.381
O 2.201 1.390 -0.321 1.1 -3.2 -3.6 -0.259
C 2.623 0.431 0.629 0.2 1.7 0.9 -0.302
C 2.081 0.922 1.872 -8.0 5.1 -3.4 -1.298
H 2.397 0.811 2.757 3.5 -1.3 6.2 0.852
H 1.744 2.169 1.777 1.6 -3.6 0.1 0.138
O 0.549 0.512 2.121 0.4 2.4 -3.2 -0.314
C 0.314 -0.785 2.393 8.6 5.1 2.0 0.874
O 1.310 -1.255 2.851 3.4 -4.9 0.6 -0.738
C -0.902 -1.056 2.691 -11.7 -7.4 -1.7 -0.176
C -1.434 -2.467 2.944 4.4 5.4 0.9 0.519
N -2.741 -2.647 2.893 9.9 -14.6 5.9 -0.011
C -3.593 -2.005 2.347 -7.9 7.7 -2.6 0.241
O -4.736 -2.332 2.504 -3.4 -0.8 -1.3 -0.693
N -3.216 -0.739 2.036 -5.8 1.0 -2.0 -0.122
H -4.193 -0.142 1.672 4.2 -2.2 1.3 0.387
C -1.905 -0.356 1.779 0.3 6.8 3.3 -0.318
C -1.630 -0.059 0.361 0.0 -12.4 -0.1 0.862
C -1.459 -1.412 -0.571 -3.6 2.5 9.7 -0.978
C -1.258 -1.293 -1.825 1.5 2.7 -2.5 0.794
C -0.892 -0.117 -2.450 -3.8 6.3 7.7 0.019
C -1.306 1.333 -1.611 0.5 -12.1 2.7 0.228
C -1.444 1.046 -0.157 2.0 11.8 -4.5 -0.004
H -1.310 2.014 0.530 -0.7 -2.2 -1.2 -0.009
O -0.967 2.307 -2.295 2.7 5.4 -1.4 -0.449
C -0.511 3.466 -1.524 -6.0 2.1 -0.5 -1.080
H -1.512 3.756 -0.938 1.8 -0.3 -1.1 0.400
H -0.441 4.289 -2.228 0.7 -0.2 -0.1 0.301
H 0.128 3.499 -0.704 2.2 -1.4 0.7 0.397
O -0.687 0.051 -3.656 2.3 3.6 -6.1 -0.617
H -0.422 1.091 -3.799 -0.9 -3.3 0.4 0.446
Cl -1.009 -2.613 -2.679 0.6 -5.0 -3.4 -0.251
H -1.843 -2.385 -0.056 1.1 1.8 -1.2 0.098
H -1.956 0.875 2.346 0.5 -3.0 -1.8 0.219
H -2.871 -3.897 3.144 -0.6 5.3 -1.1 0.445
C -0.538 -3.450 3.602 2.8 -0.4 -7.7 -2.138
H 0.520 -3.168 3.495 -0.6 0.4 0.4 0.271
H -0.489 -4.518 3.171 -0.6 1.4 -0.7 0.449
H -0.746 -3.772 4.464 -2.0 -1.3 7.6 0.641
H 3.695 0.442 0.693 0.9 -0.1 0.0 0.394
H 2.305 -0.570 0.522 -0.6 -1.2 -0.8 0.487
H 3.581 0.388 -1.727 1.0 -0.5 0.8 0.539
H 1.903 -0.263 -1.779 0.6 0.9 0.6 0.143
H 3.247 2.447 -2.495 -2.7 -1.7 -0.8 0.246
H 1.535 2.075 -2.610 -8.6 4.7 0.3 0.180
H 1.886 0.333 -4.410 1.2 -0.7 -0.1 0.289
H 3.775 0.640 -4.369 -0.4 -0.4 0.9 0.379
```
Forces are in eV/Å.

Calculated values
DFT total energy ... -1720.2385 Ha
Relative energy (zero: lowest compared OMol25 entry of this formula, charge and spin) ... 1700.50 kJ/mol
Charge ... 0

---

ORCA calculation (the ωB97M-V functional and the def2-TZVPD basis) on C18H23F3NO5S2 as an isolated structure in a non-equilibrium geometry.

Structure (XYZ):
```
52
Properties=species:S:1:pos:R:3:forces:R:3:mulliken_charge:R:1
C 4.878 -0.278 3.408 0.4 -0.3 0.1 -1.183
C 3.796 0.489 2.714 0.5 -0.4 0.7 -0.207
O 2.539 0.041 3.313 0.3 0.2 -1.0 -0.362
C 1.588 0.501 2.494 -0.2 1.1 0.2 -0.516
C 0.078 0.031 2.819 3.5 2.6 3.3 2.815
C -0.535 1.224 3.693 -1.3 0.0 -0.4 0.128
O -0.369 2.379 3.383 0.4 -0.6 -0.1 -0.586
C -1.421 0.886 4.913 0.3 0.2 0.0 -0.872
C -2.741 0.168 4.596 -0.2 -0.3 0.4 -0.788
C -2.595 -1.135 3.824 -0.3 -0.4 -0.7 0.590
C -1.296 -1.890 4.103 -0.1 0.1 0.3 -0.988
C 0.035 -1.375 3.488 -0.5 -0.1 -0.7 -1.582
O 1.913 1.211 1.549 -1.3 -0.7 1.6 -0.611
H 5.830 0.226 3.226 0.1 -0.1 0.2 0.369
H 4.683 -0.351 4.484 0.2 0.1 -0.2 0.308
H 4.936 -1.292 2.988 0.0 0.2 0.3 0.279
H 3.845 1.573 2.867 0.2 -0.3 -0.1 0.287
H 3.801 0.275 1.637 -0.1 0.2 0.5 0.324
H -0.802 0.260 5.574 -0.2 0.1 0.0 0.290
H -1.680 1.816 5.459 0.5 -0.4 -0.5 0.402
H -3.234 -0.079 5.551 0.3 0.3 0.0 0.333
H -3.448 0.832 4.083 0.3 0.0 0.0 0.395
H -3.438 -1.808 4.098 0.5 0.4 -0.2 0.463
H -2.722 -0.992 2.738 0.2 0.0 0.5 -0.662
H -1.122 -1.881 5.179 -0.2 -0.3 0.3 0.402
H -1.458 -2.942 3.806 0.3 0.5 0.1 0.456
H 0.228 -2.041 2.633 0.5 -0.1 0.6 0.635
H 0.834 -1.420 4.234 0.0 -0.1 -0.3 0.211
C -3.652 1.292 1.145 0.4 0.6 0.0 -0.886
N -3.201 0.550 0.025 2.6 -1.1 0.9 -0.049
S -0.271 -0.268 1.222 -3.0 0.1 -6.7 -0.228
C 0.074 1.321 -0.488 -0.8 -0.7 1.0 0.498
F 1.116 0.839 -1.205 -1.1 0.5 0.9 -0.210
F -1.032 1.337 -1.259 1.9 -0.1 1.0 -0.138
F 0.329 2.573 -0.068 -0.2 -1.3 -0.5 -0.176
S -3.187 -0.988 -0.138 -2.3 0.8 -1.2 1.189
C -4.886 -0.839 -0.674 0.2 -1.2 0.8 0.065
C -5.878 -1.436 0.096 0.0 0.6 -0.8 -0.550
C -7.171 -0.927 -0.050 -0.1 0.2 -0.3 -0.460
C -7.412 0.135 -0.926 -0.4 0.0 -0.1 -0.375
C -6.371 0.742 -1.658 0.2 -0.3 0.1 -0.586
C -5.081 0.268 -1.496 -1.2 0.0 -0.8 -0.375
O -2.412 -1.464 -1.271 0.5 0.5 0.4 -0.763
O -3.234 -1.892 1.003 0.4 0.0 0.4 -0.722
H -2.794 1.928 1.410 -0.4 0.4 0.4 0.182
H -4.493 1.931 0.814 0.1 0.0 0.2 0.326
H -3.974 0.805 2.077 0.0 -0.5 -0.3 0.152
H -5.603 -2.197 0.827 -0.2 0.1 -0.3 0.411
H -7.968 -1.380 0.530 -0.2 0.2 -0.1 0.354
H -8.428 0.515 -1.055 0.2 -0.1 0.1 0.326
H -6.534 1.586 -2.338 -0.2 -0.3 0.4 0.343
H -4.211 0.788 -1.897 -0.5 -0.4 -0.2 0.341
```
Forces are in eV/Å.

Calculated values
DFT total energy ... -2226.4943 Ha
Relative energy (zero: lowest compared OMol25 entry of this formula, charge and spin) ... 327.96 kJ/mol
Charge ... -1

---

ORCA calculation (the ωB97M-V functional and the def2-TZVPD basis) on C18H23FN2O3 in the gas phase in a non-equilibrium geometry.

Structure (XYZ):
```
47
Properties=species:S:1:pos:R:3:forces:R:3:mulliken_charge:R:1
O -2.548 1.562 0.338 -1.0 0.6 2.2 -0.530
O -0.293 -1.226 2.472 -0.1 -0.6 1.0 -0.788
O 0.307 3.228 1.547 0.1 -1.2 -0.2 -0.670
F -4.908 2.443 2.714 -0.6 0.6 1.2 -0.288
C -3.023 1.868 1.439 1.5 -0.7 -2.3 0.695
C 0.065 -1.256 1.311 -0.3 1.5 -0.7 0.326
C 0.211 2.038 1.836 -0.8 0.9 0.5 0.408
C 2.282 0.734 -3.357 -0.1 0.1 1.0 -0.404
C 3.204 0.036 -2.546 -1.1 0.7 -0.5 -0.680
C 1.462 1.722 -2.799 0.4 -0.1 0.7 -0.822
C 3.284 0.352 -1.197 0.8 -1.2 0.2 0.047
C 1.598 2.010 -1.444 0.1 0.6 0.2 0.311
C 2.501 1.333 -0.633 -0.1 0.4 0.1 -0.270
N -0.846 1.561 2.596 0.5 0.9 -1.1 -0.146
N 0.793 -0.192 0.810 -0.3 -0.9 -1.0 0.507
C -4.501 1.670 1.687 0.6 -0.2 -1.0 -0.360
C -2.118 2.286 2.609 0.0 -0.6 0.7 -0.934
C -1.307 -2.998 -1.783 0.5 0.4 -1.1 -0.623
C 0.109 -3.593 -1.685 0.6 0.3 -0.2 -0.701
C -1.297 -1.825 -0.794 -1.1 -0.3 0.2 -0.587
C 0.737 -3.044 -0.399 0.3 0.0 0.3 -0.305
C -0.422 -2.346 0.331 1.6 0.4 0.7 -0.046
C 2.543 1.571 0.860 0.1 -0.2 -0.5 -1.240
C 1.296 0.974 1.543 -0.1 -0.1 0.9 0.004
H 2.130 0.492 -4.383 0.2 -0.3 -0.6 0.407
H 3.782 -0.771 -2.962 0.2 -0.1 -0.1 0.434
H 0.709 2.301 -3.330 0.3 -0.3 -0.3 0.417
H 3.925 -0.267 -0.538 -0.3 0.5 -0.5 0.244
H 1.039 2.817 -0.975 -0.2 -0.2 -0.2 0.430
H -0.812 0.560 2.777 -0.4 0.0 0.0 0.393
H 0.889 -0.158 -0.213 0.1 0.1 0.8 -0.235
H -4.598 0.611 1.923 -0.2 -0.2 0.2 0.214
H -5.111 1.884 0.805 0.3 0.0 0.0 0.327
H -1.979 3.381 2.623 0.2 -0.5 -0.3 0.372
H -2.613 2.052 3.564 0.0 0.1 -0.3 0.383
H -2.004 -3.796 -1.534 -0.4 0.3 0.2 0.290
H -1.519 -2.667 -2.826 0.0 -0.2 0.7 0.355
H 0.732 -3.294 -2.542 -0.2 -0.3 0.2 0.349
H 0.080 -4.666 -1.612 0.0 -0.5 -0.4 0.263
H -0.962 -0.874 -1.241 0.2 -0.5 0.1 0.258
H -2.290 -1.643 -0.384 -0.2 0.2 -0.2 0.329
H 1.222 -3.823 0.222 -0.3 0.4 -0.3 0.428
H 1.504 -2.306 -0.652 0.0 0.0 0.1 -0.175
H -0.925 -3.100 0.953 -0.2 0.4 -0.2 0.493
H 2.643 2.642 1.059 -0.3 -0.2 0.2 0.377
H 3.437 1.074 1.252 -0.2 0.1 0.0 0.426
H 1.591 0.642 2.559 -0.1 -0.1 -0.5 0.320
```
Forces are in eV/Å.

Calculated values
SMILES ... O=C(CF)CNC(=O)[C@H](Cc1ccccc1)NC(=O)C1CCCC1
DFT total energy ... -1134.8258 Ha
Relative energy (zero: lowest compared OMol25 entry of this formula, charge and spin) ... 0.00 kJ/mol
Charge ... 0

---

no.,lowest unoccupied orbital energy (eV),HOMO level (eV)
1,-1.8,-5.71
2,-0.2,-6.95
3,2.5,-3.60
4,0.7,-9.26